Entry 1:
Formula: C2H5NO2
Source: the OMol25 dataset
Level of theory: ωB97M-V/def2-TZVPD

Geometry as XYZ:
```
10
Properties=species:S:1:pos:R:3:mulliken_charge:R:1
O -1.528 1.209 -0.489 -0.5324
C -1.490 0.067 -0.106 0.0387
N -0.321 -0.594 0.169 -0.1952
C 0.926 0.132 -0.019 -0.1778
O 2.053 -0.680 0.236 -0.4953
H -2.348 -0.600 0.033 0.3295
H -0.457 -1.380 0.775 0.2135
H 0.984 0.511 -1.031 0.2710
H 0.913 0.966 0.693 0.2682
H 1.858 -1.110 1.049 0.2797
```

The net charge is 0. As for the HOMO energy: -10.14 eV. As for the LUMO energy: 0.023 hartree. The energy above the lowest of the compared OMol25 structures with the same formula, charge and spin is 22.43 kcal/mol. Its SMILES is O=CNCO. The value obtained for the calculated total energy is -284.43162 hartree.

Entry 2:
Formula: C2H5NO2
Source: the OMol25 dataset
Level of theory: ωB97M-V/def2-TZVPD

Geometry as XYZ:
```
10
Properties=species:S:1:pos:R:3:mulliken_charge:R:1
C -0.975 1.573 -0.526 -0.8804
C -0.136 0.582 -0.357 0.0724
N -0.262 -0.463 0.491 -0.1769
O 1.171 -2.302 0.535 -0.2932
O 1.097 -0.890 0.780 -0.1769
H -0.796 2.297 -1.313 0.2424
H -1.905 1.533 -0.052 0.2693
H 0.852 0.454 -0.733 0.4053
H -0.861 -0.445 1.278 0.2295
H 1.816 -2.339 -0.103 0.3084
```

The net charge is 0. As for the HOMO energy: -8.67 eV. As for the LUMO energy: 0.037 hartree. The energy above the lowest of the compared OMol25 structures with the same formula, charge and spin is 140.56 kcal/mol. Its SMILES is C=CNOO. The value obtained for the calculated total energy is -284.24337 hartree.

Entry 3:
Formula: C2H5NO2
Source: the OMol25 dataset
Level of theory: ωB97M-V/def2-TZVPD

Geometry as XYZ:
```
10
Properties=species:S:1:pos:R:3:mulliken_charge:R:1
C -1.063 0.067 -0.463 -1.0272
C -0.075 -0.246 0.649 -0.1887
H -0.862 1.139 -0.730 0.3134
H -0.872 -0.529 -1.330 0.3314
H -2.094 0.012 -0.162 0.3265
H -0.064 0.423 1.489 0.2548
H -0.018 -1.303 0.846 0.2779
N 1.350 0.022 0.114 0.7320
O 2.090 -0.820 -0.349 -0.5179
O 1.608 1.235 -0.064 -0.5023
```

The net charge is 0. As for the HOMO energy: -10.86 eV. As for the LUMO energy: 0.008 hartree. The energy above the lowest of the compared OMol25 structures with the same formula, charge and spin is 84.72 kcal/mol. Its SMILES is CC[N+](=O)[O-]. The value obtained for the calculated total energy is -284.33235 hartree.

Entry 4:
Formula: C2H5NO2
Source: the OMol25 dataset
Level of theory: ωB97M-V/def2-TZVPD

Geometry as XYZ:
```
10
Properties=species:S:1:pos:R:3:mulliken_charge:R:1
C -0.219 0.345 0.088 0.7444
C -0.728 -0.729 0.967 -0.7487
N -0.389 1.333 -0.841 -0.3838
O 0.484 1.436 0.350 -0.2515
O 1.434 -0.912 -1.266 -0.8055
H -0.067 -0.789 1.729 0.2838
H -0.888 -1.496 0.204 0.2799
H -1.701 -0.226 1.395 0.2961
H -0.014 1.346 -1.767 0.3384
H 2.088 -0.309 -0.859 0.2468
```

The net charge is 0. As for the HOMO energy (alpha / beta): -8.65 / -8.53 eV. As for the LUMO energy (alpha / beta): -0.013 / -0.015 hartree. The energy above the lowest of the compared OMol25 structures with the same formula, charge and spin is 171.26 kcal/mol. The value obtained for the calculated total energy is -284.19445 hartree.

Entry 5:
Formula: C2H5NO2
Source: the OMol25 dataset
Level of theory: ωB97M-V/def2-TZVPD

Geometry as XYZ:
```
10
Properties=species:S:1:pos:R:3:mulliken_charge:R:1
C -0.414 1.106 0.061 -1.1725
C 0.038 -0.336 -0.131 0.3429
O 2.006 -0.897 0.587 -0.2424
O -1.057 -1.122 -0.536 -0.4508
N 0.825 -0.810 1.005 -0.0536
H 1.018 -0.296 -0.825 0.2982
H -0.786 -2.050 -0.450 0.3170
H -1.374 1.131 0.588 0.3251
H 0.316 1.701 0.615 0.3575
H -0.572 1.574 -0.915 0.2786
```

The net charge is 0. As for the HOMO energy: -10.06 eV. As for the LUMO energy: -0.029 hartree. The energy above the lowest of the compared OMol25 structures with the same formula, charge and spin is 91.49 kcal/mol. Its SMILES is C[C@H](O)N=O. The value obtained for the calculated total energy is -284.32157 hartree.

Entry 6:
Formula: C2H5NO2
Source: the OMol25 dataset
Level of theory: ωB97M-V/def2-TZVPD

Geometry as XYZ:
```
10
Properties=species:S:1:pos:R:3:mulliken_charge:R:1
O 3.087 2.620 1.371 -0.3715
C 1.926 2.500 1.644 -0.0627
H 1.211 3.318 1.446 0.2183
H 1.541 1.666 2.261 0.2155
C -1.771 -1.496 -0.666 0.1274
N -0.679 -1.358 -1.450 -0.3625
O -2.644 -2.315 -0.862 -0.5225
H -1.968 -0.713 0.088 0.2720
H -0.097 -0.626 -1.086 0.2389
H -0.311 -2.201 -1.860 0.2470
```

The net charge is 0. As for the HOMO energy: -10.14 eV. As for the LUMO energy: 0.008 hartree. The energy above the lowest of the compared OMol25 structures with the same formula, charge and spin is 36.97 kcal/mol. Its SMILES is NC=O.C=O. The value obtained for the calculated total energy is -284.40846 hartree.

Entry 7:
Formula: C2H5NO2
Source: the OMol25 dataset
Level of theory: ωB97M-V/def2-TZVPD

Geometry as XYZ:
```
10
Properties=species:S:1:pos:R:3:mulliken_charge:R:1
C 0.180 -0.189 0.571 -0.2771
C -1.055 0.739 0.307 0.4045
H 1.336 -1.311 -0.725 0.2500
H 1.722 0.236 -0.596 0.1973
H 0.781 0.164 1.384 0.3341
H -0.262 -1.192 0.878 0.2301
H -0.469 0.173 -1.304 0.5087
N 0.949 -0.329 -0.683 -0.6019
O -1.807 1.185 1.118 -0.5469
O -1.375 0.523 -0.949 -0.4987
```

The net charge is 0. As for the HOMO energy: -9.99 eV. As for the LUMO energy: 0.017 hartree. The energy above the lowest of the compared OMol25 structures with the same formula, charge and spin is 18.81 kcal/mol. Its SMILES is NCC(=O)O. The value obtained for the calculated total energy is -284.43739 hartree.

Entry 8:
Formula: C2H5NO2PS
Source: the OMol25 dataset
Level of theory: ωB97M-V/def2-TZVPD

Geometry as XYZ:
```
12
Properties=species:S:1:pos:R:3:mulliken_charge:R:1
C -0.332 0.041 0.716 -1.2191
C 1.048 -0.491 0.285 -0.2314
N -0.724 1.345 0.099 0.4738
O -0.224 2.366 0.805 -0.5848
O 0.936 -1.727 -0.428 -0.5199
P -1.421 1.420 -1.471 -0.2582
S -1.527 -0.440 -2.046 -0.4857
H -1.019 -0.740 0.420 0.6075
H -0.284 0.330 1.714 0.3482
H 1.695 -0.554 1.085 0.3830
H 1.689 0.147 -0.250 0.3140
H 0.162 -1.696 -0.928 0.1727
```

The net charge is -1. As for the HOMO energy (alpha / beta): -1.61 / -4.15 eV. The spin multiplicity is 3. As for the LUMO energy (alpha / beta): 0.141 / 0.119 hartree. The energy above the lowest of the compared OMol25 structures with the same formula, charge and spin is 0.00 kcal/mol. The value obtained for the calculated total energy is -1023.92858 hartree.

Entry 9:
Formula: C2H5NO2S
Source: the OMol25 dataset
Level of theory: ωB97M-V/def2-TZVPD

Geometry as XYZ:
```
11
Properties=species:S:1:pos:R:3:mulliken_charge:R:1
C -0.474 0.600 -0.650 -0.0204
C 0.432 -0.493 -0.460 -0.7134
N -1.257 1.535 1.155 -0.5472
O -0.972 3.199 -0.783 -0.5592
O 1.094 2.470 0.411 -0.5423
S -0.264 2.277 0.009 0.9899
H -1.497 0.394 -1.209 0.2970
H 0.786 -0.348 0.593 0.2474
H 1.422 -0.266 -0.974 0.2690
H 0.121 -1.570 -0.642 0.3092
H -0.725 1.371 1.950 0.2701
```

The net charge is 0. As for the HOMO energy (alpha / beta): -10.21 / -10.21 eV. As for the LUMO energy (alpha / beta): -0.036 / -0.036 hartree. The energy above the lowest of the compared OMol25 structures with the same formula, charge and spin is 93.92 kcal/mol. The value obtained for the calculated total energy is -682.48991 hartree.

Entry 10:
Formula: C2H5NO2S2
Source: the OMol25 dataset
Level of theory: ωB97M-V/def2-TZVPD

Geometry as XYZ:
```
12
Properties=species:S:1:pos:R:3:mulliken_charge:R:1
C 0.154 -0.318 -1.049 -0.3712
C 0.704 0.000 0.267 -0.5015
N 0.548 -1.638 -1.462 -0.2214
O -1.612 1.097 0.983 -0.4836
O 0.480 1.641 2.385 -0.5443
S -0.201 -2.560 -2.468 -0.0844
S -0.018 1.676 0.997 0.5695
H -0.921 -0.343 -1.096 0.4248
H 0.550 0.214 -1.888 0.2794
H 0.187 -0.651 1.048 0.2041
H 1.811 -0.100 0.284 0.3754
H -1.681 0.981 1.999 0.3533
```

The net charge is 0. As for the HOMO energy (alpha / beta): -8.49 / -8.50 eV. As for the LUMO energy (alpha / beta): -0.045 / -0.046 hartree. The energy above the lowest of the compared OMol25 structures with the same formula, charge and spin is 74.27 kcal/mol. The value obtained for the calculated total energy is -1080.69852 hartree.

Entry 11:
Formula: C2H5NO2S3
Source: the OMol25 dataset
Level of theory: ωB97M-V/def2-TZVPD

Geometry as XYZ:
```
13
Properties=species:S:1:pos:R:3:mulliken_charge:R:1
C 0.168 0.596 -0.537 0.7121
C -1.595 0.955 0.962 -0.6299
N 1.189 -1.355 -0.989 -0.2763
O 1.043 1.352 0.115 -0.3532
O -1.069 0.364 -0.282 -0.1939
S 0.812 1.928 -1.550 -0.0709
S 0.079 -2.581 -0.478 -0.1258
S 2.697 -1.312 -0.518 -0.1057
H -0.764 1.326 1.734 0.2718
H -2.266 0.260 1.549 0.2592
H -2.192 1.876 0.785 0.2835
H -0.730 -2.495 -1.522 0.1377
H 2.627 -0.915 0.732 0.0913
```

The net charge is 0. As for the HOMO energy: -8.04 eV. As for the LUMO energy: -0.035 hartree. The energy above the lowest of the compared OMol25 structures with the same formula, charge and spin is 91.37 kcal/mol. The value obtained for the calculated total energy is -1478.77890 hartree.

Entry 12:
Formula: C2H5NO3
Source: the OMol25 dataset
Level of theory: ωB97M-V/def2-TZVPD

Geometry as XYZ:
```
11
Properties=species:S:1:pos:R:3:mulliken_charge:R:1
C -1.314 0.028 1.412 -0.9684
N 0.911 0.268 -1.607 -0.1635
C -0.126 0.279 0.523 0.7832
O 0.938 0.745 0.930 -0.5309
O 1.788 -0.842 -1.694 -0.3557
O -0.368 -0.117 -0.743 -0.2771
H 2.575 -0.508 -1.220 0.3658
H 0.404 0.228 -2.496 0.2834
H -2.164 0.612 1.052 0.2853
H -1.563 -1.035 1.411 0.2816
H -1.080 0.342 2.432 0.2964
```

The net charge is 0. As for the HOMO energy: -10.26 eV. As for the LUMO energy: 0.033 hartree. The energy above the lowest of the compared OMol25 structures with the same formula, charge and spin is 78.56 kcal/mol. Its SMILES is CC(=O)ONO. The value obtained for the calculated total energy is -359.58413 hartree.